Density functional theory data (ωB97M-V/def2-TZVPD) for a structure of composition C49H58B3NO6 in a non-equilibrium geometry.

Its frontier orbital gap is 9.05 eV. For the strongest force on any atom, the calculation gives 3.60 eV/A. The total charge is 0. The LUMO energy is 0.0091 Ha. The value obtained for the total energy is -2482.82738 a.u.

Geometry (Å):
C: -2.53 2.21 -3.53
C: -2.16 3.64 -3.24
O: -2.79 4.20 -2.43
N: -1.15 4.33 -3.93
C: -0.06 3.55 -4.49
C: 1.08 3.32 -3.48
C: 0.68 3.42 -2.01
C: 1.93 3.42 -1.11
B: 1.85 4.44 0.09
O: 2.84 4.37 1.06
B: 2.22 4.64 2.26
O: 1.70 5.92 2.37
B: 0.71 6.00 1.40
C: -0.61 6.81 1.78
O: -1.71 5.94 2.06
O: -1.50 5.49 3.38
O: 0.85 5.39 0.18
H: -3.60 2.19 -3.64
H: -2.30 1.61 -2.66
H: -2.11 1.78 -4.43
H: -1.52 5.01 -4.57
H: -0.34 2.60 -4.92
H: 0.36 4.13 -5.30
H: 1.55 2.35 -3.64
H: 1.87 4.04 -3.66
H: 0.14 2.51 -1.78
H: 0.00 4.24 -1.81
H: 2.05 2.45 -0.65
H: 2.81 3.65 -1.69
H: 2.08 3.81 3.09
H: -0.42 7.36 2.70
H: -0.89 7.54 1.04
H: -1.16 4.59 3.29
C: -5.49 -0.64 -1.91
C: -5.86 -0.05 -3.12
C: -5.96 -0.83 -4.27
C: -5.70 -2.19 -4.21
C: -5.34 -2.78 -3.00
C: -5.24 -2.00 -1.85
H: -5.41 -0.03 -1.02
H: -6.06 1.01 -3.16
H: -6.23 -0.37 -5.21
H: -5.78 -2.80 -5.10
H: -5.15 -3.84 -2.95
H: -4.95 -2.46 -0.91
C: -2.69 -3.93 -5.31
C: -1.89 -3.47 -6.35
C: -1.31 -4.37 -7.22
C: -1.52 -5.73 -7.06
C: -2.32 -6.19 -6.02
C: -2.90 -5.29 -5.14
H: -3.14 -3.22 -4.63
H: -1.73 -2.41 -6.48
H: -0.68 -4.01 -8.03
H: -1.06 -6.44 -7.75
H: -2.49 -7.25 -5.90
H: -3.52 -5.65 -4.33
C: 2.11 5.06 8.50
C: 1.76 5.52 7.24
C: 2.36 4.99 6.11
C: 3.30 3.98 6.24
C: 3.66 3.51 7.49
C: 3.06 4.06 8.63
H: 1.65 5.48 9.38
H: 1.01 6.30 7.14
H: 2.08 5.35 5.13
H: 3.77 3.56 5.35
H: 4.39 2.73 7.59
H: 3.34 3.69 9.61
C: -3.57 -8.71 -8.85
C: -2.91 -9.05 -10.02
C: -2.21 -10.25 -10.10
C: -2.18 -11.11 -9.01
C: -2.84 -10.77 -7.84
C: -3.53 -9.57 -7.76
H: -4.11 -7.78 -8.79
H: -2.94 -8.39 -10.87
H: -1.69 -10.52 -11.01
H: -1.63 -12.04 -9.07
H: -2.81 -11.44 -6.99
H: -4.04 -9.30 -6.84
C: -5.61 5.12 2.16
C: -4.82 5.58 1.12
C: -4.24 4.67 0.23
C: -4.47 3.31 0.40
C: -5.27 2.86 1.44
C: -5.84 3.76 2.32
H: -6.06 5.83 2.85
H: -4.64 6.64 0.99
H: -3.61 5.02 -0.57
H: -4.02 2.61 -0.29
H: -5.45 1.80 1.56
H: -6.46 3.41 3.14
C: 4.08 0.17 5.77
C: 3.72 0.64 4.51
C: 4.32 0.10 3.38
C: 5.27 -0.90 3.50
C: 5.62 -1.37 4.76
C: 5.03 -0.83 5.89
H: 3.62 0.59 6.65
H: 2.98 1.42 4.41
H: 4.05 0.47 2.40
H: 5.73 -1.32 2.62
H: 6.36 -2.16 4.86
H: 5.31 -1.20 6.87
C: 8.88 -4.73 7.52
C: 8.94 -3.49 6.89
C: 8.29 -2.40 7.45
C: 7.60 -2.54 8.65
C: 7.54 -3.77 9.28
C: 8.18 -4.87 8.71
H: 9.38 -5.58 7.08
H: 9.48 -3.38 5.96
H: 8.33 -1.43 6.96
H: 7.10 -1.68 9.09
H: 7.01 -3.88 10.21
H: 8.14 -5.83 9.20

Atomic partial charges in e from the Mulliken method, atoms 1 to 8: atom 1 (C): -1.092, atom 2 (C): 0.475, atom 3 (O): -0.556, atom 4 (N): -0.182, atom 5 (C): -0.710, atom 6 (C): -0.653, atom 7 (C): -0.112, atom 8 (C): -1.089

=====

Density functional theory data (ωB97M-V/def2-TZVPD) for a structure of composition C49H58Cl2IN9OPPbS in a non-equilibrium geometry.

Its frontier orbital gap is 3.84 eV. For the strongest force on any atom, the calculation gives 1.35 eV/A. The total charge is +3. The calculation puts the relative energy (zero: lowest compared OMol25 entry of this formula, charge and spin) at 50.0 kJ/mol. The LUMO energy is -0.3649 Ha. The value obtained for the total energy is -4619.66177 a.u.

Geometry (Å):
Pb: -0.29 -0.41 0.96
Cl: -2.89 -2.01 1.62
C: -2.72 -2.48 3.28
C: -3.72 -3.29 3.80
C: -3.64 -3.69 5.12
C: -2.58 -3.28 5.91
C: -1.59 -2.48 5.38
Cl: -0.29 -1.99 6.39
C: -1.62 -2.06 4.03
S: -0.26 -1.10 3.48
H: -4.55 -3.60 3.18
H: -4.41 -4.33 5.53
H: -2.50 -3.59 6.94
C: -0.53 -3.43 -1.14
C: 0.57 -3.95 -0.21
C: 0.04 -4.28 1.18
C: 1.79 -3.01 -0.16
C: 3.05 -3.77 0.28
O: 3.66 -2.90 1.24
C: 2.81 -1.91 1.51
N: 1.73 -1.88 0.81
C: 3.31 -1.01 2.57
C: 4.24 -1.60 3.44
C: 4.89 -0.88 4.42
C: 4.65 0.48 4.54
C: 3.72 1.08 3.70
C: 3.02 0.36 2.73
P: 1.72 1.29 1.83
C: 2.55 2.36 0.61
C: 3.87 2.78 0.77
C: 4.41 3.73 -0.09
C: 3.62 4.30 -1.08
C: 2.31 3.88 -1.25
C: 1.78 2.90 -0.42
C: 1.23 2.52 3.10
C: 1.19 3.88 2.83
C: 0.83 4.78 3.82
C: 0.50 4.33 5.09
C: 0.54 2.97 5.37
C: 0.91 2.07 4.39
H: -1.30 -4.19 -1.26
H: -0.12 -3.19 -2.13
H: -1.01 -2.52 -0.76
H: 0.93 -4.87 -0.67
H: -0.26 -3.39 1.72
H: 0.79 -4.79 1.78
H: -0.82 -4.95 1.10
H: 1.92 -2.57 -1.16
H: 3.76 -3.98 -0.51
H: 2.80 -4.71 0.78
H: 4.45 -2.65 3.34
H: 5.59 -1.37 5.07
H: 5.17 1.07 5.28
H: 3.52 2.13 3.83
H: 4.48 2.37 1.56
H: 5.44 4.04 0.03
H: 4.03 5.08 -1.71
H: 1.70 4.33 -2.01
H: 0.76 2.55 -0.57
H: 1.45 4.26 1.85
H: 0.81 5.84 3.60
H: 0.23 5.03 5.87
H: 0.29 2.61 6.36
H: 0.97 1.02 4.63
C: -2.43 -1.02 -5.10
N: -3.37 -0.63 -4.06
C: -4.76 -0.54 -4.50
C: -2.94 -0.23 -2.86
N: -1.60 -0.02 -2.70
C: -0.94 0.94 -3.25
C: -1.61 2.15 -3.68
C: -0.96 3.13 -4.34
C: 0.45 3.00 -4.63
C: 1.15 1.93 -4.23
C: 0.53 0.84 -3.51
N: 1.20 -0.19 -3.12
C: 2.46 -0.49 -3.57
N: 2.58 -1.09 -4.76
C: 3.77 -1.02 -5.62
C: 1.41 -1.68 -5.40
N: 3.49 -0.33 -2.73
C: 3.38 0.64 -1.65
C: 4.79 -0.98 -2.88
N: -3.77 -0.15 -1.82
C: -3.51 0.75 -0.70
C: -4.94 -1.01 -1.64
H: -2.10 -0.15 -5.68
H: -2.92 -1.71 -5.78
H: -1.56 -1.50 -4.66
H: -4.78 -0.04 -5.47
H: -5.36 0.04 -3.80
H: -5.20 -1.53 -4.62
H: -2.67 2.24 -3.47
H: -1.49 4.02 -4.65
H: 0.95 3.79 -5.17
H: 2.22 1.86 -4.42
H: 4.50 -0.31 -5.26
H: 3.44 -0.69 -6.61
H: 4.22 -2.01 -5.74
H: 0.84 -2.25 -4.67
H: 1.76 -2.36 -6.17
H: 0.77 -0.93 -5.87
H: 3.72 1.63 -1.97
H: 4.01 0.32 -0.82
H: 2.35 0.71 -1.30
H: 5.52 -0.32 -3.36
H: 4.70 -1.91 -3.43
H: 5.17 -1.20 -1.88
H: -2.66 1.39 -0.91
H: -3.32 0.19 0.21
H: -4.39 1.37 -0.53
H: -5.87 -0.45 -1.74
H: -4.89 -1.43 -0.64
H: -4.92 -1.83 -2.35
I: -3.82 3.89 4.68
C: -2.76 3.19 3.04
C: -2.36 3.91 1.95
N: -1.70 3.05 1.14
N: -1.65 1.81 1.66
C: -2.29 1.88 2.82
H: -2.50 4.95 1.70
H: -1.26 3.26 0.27
H: -2.39 1.01 3.45

Atomic partial charges in e from the Mulliken method, atoms 1 to 8: atom 1 (Pb): 0.609, atom 2 (Cl): 0.014, atom 3 (C): 0.265, atom 4 (C): -0.733, atom 5 (C): -0.591, atom 6 (C): -0.624, atom 7 (C): -0.083, atom 8 (Cl): -0.196

=====

Density functional theory data (ωB97M-V/def2-TZVPD) for a structure of composition C49H59CaF5N4O2P2Si.

Its frontier orbital gap is 5.98 eV. For the strongest force on any atom, the calculation gives 0.60 eV/A. The total charge is -2. The calculation puts the relative energy (zero: lowest compared OMol25 entry of this formula, charge and spin) at 62.6 kJ/mol. The LUMO energy is 0.1434 Ha. The value obtained for the total energy is -4421.42170 a.u.

Geometry (Å):
Ca: 1.23 -2.80 0.00
C: -2.72 -3.39 -0.67
Si: -1.61 -1.90 -0.13
C: -2.16 -1.74 1.75
C: -2.94 -2.73 2.35
C: -3.10 -2.83 3.72
C: -2.46 -1.92 4.55
C: -1.71 -0.90 3.99
C: -1.58 -0.78 2.61
P: -0.59 0.51 1.75
C: -1.35 2.16 2.19
C: -1.63 2.56 3.65
C: -2.68 3.68 3.76
C: -2.62 4.60 2.55
C: -3.02 3.82 1.29
C: -2.63 2.34 1.37
C: 1.08 0.44 2.55
C: 2.10 1.08 1.59
C: 3.47 1.16 2.25
C: 3.45 2.13 3.44
C: 2.04 2.26 4.03
C: 1.32 0.92 4.00
C: -2.62 -0.48 -0.98
C: -3.99 -0.39 -0.68
C: -4.80 0.60 -1.21
C: -4.26 1.53 -2.09
C: -2.92 1.45 -2.42
C: -2.09 0.46 -1.87
P: -0.28 0.37 -2.24
C: 0.13 2.12 -2.74
C: -0.04 3.06 -1.55
C: 0.46 4.47 -1.84
C: 1.92 4.45 -2.29
C: 2.09 3.55 -3.50
C: 1.59 2.14 -3.21
C: -0.26 -0.50 -3.88
C: -1.17 0.05 -5.00
C: -2.36 -0.87 -5.25
C: -1.90 -2.25 -5.74
C: -0.66 -2.74 -4.97
C: -0.51 -2.00 -3.64
H: -3.79 -3.27 -0.44
H: -2.64 -3.49 -1.75
H: -2.40 -4.35 -0.26
H: -3.42 -3.48 1.72
H: -3.70 -3.63 4.14
H: -2.54 -2.01 5.63
H: -1.20 -0.22 4.65
H: -0.60 2.86 1.78
H: -1.99 1.69 4.21
H: -0.70 2.89 4.13
H: -3.68 3.24 3.82
H: -2.53 4.23 4.69
H: -3.25 5.48 2.68
H: -1.59 4.97 2.45
H: -4.10 3.90 1.13
H: -2.55 4.27 0.41
H: -3.43 1.76 1.85
H: -2.52 1.92 0.37
H: 1.28 -0.63 2.52
H: 2.13 0.51 0.66
H: 1.78 2.10 1.30
H: 3.74 0.15 2.58
H: 4.24 1.45 1.52
H: 4.14 1.78 4.21
H: 3.81 3.12 3.13
H: 2.09 2.66 5.05
H: 1.46 2.99 3.45
H: 1.95 0.18 4.52
H: 0.39 0.97 4.56
H: -4.42 -1.10 0.02
H: -5.85 0.65 -0.93
H: -4.88 2.31 -2.52
H: -2.50 2.17 -3.11
H: -0.50 2.47 -3.57
H: -1.09 3.09 -1.24
H: 0.51 2.64 -0.70
H: -0.15 4.92 -2.63
H: 0.34 5.10 -0.95
H: 2.27 5.47 -2.50
H: 2.54 4.07 -1.47
H: 1.52 3.97 -4.34
H: 3.14 3.52 -3.81
H: 1.72 1.51 -4.10
H: 2.22 1.69 -2.43
H: 0.78 -0.42 -4.22
H: -1.53 1.05 -4.75
H: -0.59 0.15 -5.92
H: -2.93 -0.97 -4.33
H: -3.04 -0.42 -5.98
H: -2.72 -2.96 -5.65
H: -1.66 -2.18 -6.81
H: -0.72 -3.81 -4.79
H: 0.25 -2.57 -5.56
H: -1.42 -2.14 -3.05
H: 0.30 -2.43 -3.05
N: 0.07 -4.51 1.56
C: 0.33 -5.82 0.96
C: 0.46 -5.74 -0.57
O: 0.01 -6.66 -1.25
O: 1.07 -4.70 -0.99
H: 0.25 -4.49 2.55
H: -0.90 -4.25 1.43
H: -0.43 -6.57 1.22
H: 1.30 -6.17 1.34
F: 1.46 -2.69 3.65
C: 2.76 -2.59 3.21
C: 3.04 -2.73 1.87
C: 4.39 -2.63 1.59
F: 4.82 -2.77 0.31
C: 5.38 -2.39 2.52
F: 6.68 -2.30 2.19
C: 5.02 -2.24 3.85
F: 5.96 -2.02 4.79
C: 3.69 -2.35 4.21
F: 3.34 -2.22 5.50
N: 2.60 -1.41 -1.46
C: 3.32 -1.17 -2.34
C: 4.18 -0.84 -3.39
C: 3.64 -0.69 -4.68
N: 3.19 -0.57 -5.74
C: 5.55 -0.59 -3.16
N: 6.67 -0.37 -2.99

Atomic partial charges in e from the Mulliken method, atoms 1 to 8: atom 1 (Ca): 2.100, atom 2 (C): -1.656, atom 3 (Si): 0.867, atom 4 (C): 0.737, atom 5 (C): -0.301, atom 6 (C): -0.774, atom 7 (C): -1.332, atom 8 (C): -0.291

=====

Density functional theory data (ωB97M-V/def2-TZVPD) for a structure of composition C49H60NO2P2S2Sb2Ta.

Its frontier orbital gap (spin up / spin down) is 7.20 / 7.27 eV. For the strongest force on any atom, the calculation gives 0.67 eV/A. The total charge is +1. Its spin multiplicity is 2. The calculation puts the relative energy (zero: lowest compared OMol25 entry of this formula, charge and spin) at 0.0 kJ/mol. The LUMO energy (spin up / spin down) is -0.0966 / -0.1075 Ha. The value obtained for the total energy is -4124.92700 a.u.

Geometry (Å):
Ta: 0.73 -1.06 0.88
N: -0.76 -1.17 -0.93
C: -0.32 -1.65 -2.21
C: -0.48 -0.85 -3.33
C: -0.08 -1.30 -4.57
C: 0.48 -2.57 -4.70
C: 0.62 -3.37 -3.57
C: 0.23 -2.93 -2.31
C: 0.46 -3.76 -1.10
C: 0.30 -5.15 -1.20
C: 0.59 -5.98 -0.14
C: 1.09 -5.44 1.04
C: 1.26 -4.07 1.12
C: 0.88 -3.18 0.11
H: -1.47 -1.79 -0.55
H: -1.20 -0.25 -1.05
H: -0.94 0.13 -3.22
H: -0.20 -0.67 -5.44
H: 0.79 -2.93 -5.66
H: 1.08 -4.35 -3.67
H: -0.07 -5.57 -2.13
H: 0.43 -7.05 -0.23
H: 1.36 -6.07 1.87
H: 1.66 -3.68 2.05
C: -0.24 -4.35 6.37
C: -0.10 -4.38 4.87
O: 0.74 -3.27 4.41
P: 0.12 -1.96 3.81
S: 1.70 -0.87 3.16
S: -1.13 -2.27 2.30
O: -0.59 -1.32 5.07
C: -1.43 -0.14 5.01
C: -2.08 0.04 6.35
H: -0.81 -5.22 6.70
H: -0.75 -3.45 6.71
H: 0.75 -4.39 6.84
H: -1.07 -4.32 4.37
H: 0.40 -5.27 4.52
H: -2.16 -0.28 4.21
H: -0.79 0.72 4.75
H: -2.73 -0.80 6.58
H: -2.68 0.95 6.35
H: -1.33 0.13 7.14
C: 2.53 0.72 -2.41
Sb: 1.88 1.25 -0.44
C: 1.32 3.22 -0.96
C: 3.73 1.85 0.52
C: 4.86 1.80 -0.45
C: 5.15 2.91 -1.24
C: 6.10 2.85 -2.25
C: 6.78 1.67 -2.48
C: 6.52 0.56 -1.68
C: 5.57 0.61 -0.66
C: 5.36 -0.59 0.20
Sb: 3.52 -1.73 0.03
C: 4.32 -3.34 1.16
C: 3.87 -2.48 -1.93
H: 3.60 0.91 -2.53
H: 1.98 1.34 -3.11
H: 2.31 -0.32 -2.63
H: 2.19 3.64 -1.47
H: 1.08 3.80 -0.08
H: 0.47 3.22 -1.64
H: 3.89 1.22 1.39
H: 3.54 2.87 0.86
H: 4.62 3.84 -1.06
H: 6.31 3.73 -2.85
H: 7.52 1.61 -3.26
H: 7.07 -0.35 -1.84
H: 5.45 -0.35 1.26
H: 6.11 -1.34 -0.03
H: 5.39 -3.36 0.97
H: 3.87 -4.27 0.84
H: 4.13 -3.19 2.22
H: 4.60 -3.28 -1.85
H: 4.26 -1.68 -2.55
H: 2.95 -2.87 -2.37
C: -4.99 3.84 -1.06
C: -4.03 3.85 -2.22
C: -4.27 4.71 -3.28
C: -3.44 4.76 -4.39
C: -2.33 3.94 -4.46
C: -2.08 3.07 -3.42
C: -2.90 3.02 -2.29
P: -2.35 1.80 -1.04
C: -3.89 1.08 -0.34
C: -4.30 1.37 0.97
C: -5.43 0.78 1.51
C: -6.17 -0.10 0.74
C: -5.77 -0.39 -0.55
C: -4.63 0.18 -1.11
C: -4.27 -0.17 -2.53
C: -1.62 2.77 0.32
C: -1.65 4.17 0.35
C: -0.94 4.87 1.32
C: -0.18 4.18 2.25
C: -0.15 2.80 2.22
C: -0.87 2.06 1.27
C: -0.88 0.57 1.35
H: -5.63 4.72 -1.10
H: -4.48 3.82 -0.10
H: -5.64 2.96 -1.09
H: -5.14 5.36 -3.24
H: -3.67 5.45 -5.20
H: -1.68 3.96 -5.33
H: -1.22 2.40 -3.48
H: -3.73 2.08 1.56
H: -5.73 1.02 2.52
H: -7.06 -0.56 1.15
H: -6.35 -1.08 -1.15
H: -4.33 -1.25 -2.68
H: -3.27 0.15 -2.80
H: -4.96 0.30 -3.23
H: -2.20 4.71 -0.40
H: -0.98 5.96 1.33
H: 0.38 4.72 3.00
H: 0.44 2.26 2.96
H: -1.83 0.18 0.99
H: -0.90 0.36 2.42

Atomic partial charges in e from the Mulliken method, atoms 1 to 8: atom 1 (Ta): 0.660, atom 2 (N): 0.933, atom 3 (C): -0.852, atom 4 (C): 0.232, atom 5 (C): -1.053, atom 6 (C): -1.136, atom 7 (C): -0.197, atom 8 (C): 1.108